{"formula": "C2H4BrCl", "method": "the ωB97M-V functional and the def2-TZVPD basis", "symbols": ["Cl", "C", "H", "C", "H", "H", "H", "Br"], "positions_angstrom": [[-1.22, -0.63, -0.76], [0.20, -0.28, 0.22], [-1.79, 1.95, -1.70], [0.75, -1.15, 1.08], [1.62, -1.04, 1.74], [0.44, 0.71, 0.02], [0.55, -2.25, 1.30], [-0.56, 2.71, -1.90]], "gap_ev": [6.574, 8.396], "multiplicity": 3, "s_squared": 2.007, "e_lumo_ev": [0.65, -2.50], "relative_energy_kcal_mol": 25.5}